{"formula": "C41H96F10N10O23S10", "method": "ωB97M-V/def2-TZVPD", "symbols": ["H", "H", "H", "O", "H", "C", "F", "S", "N", "H", "H", "H", "H", "H", "H", "S", "C", "H", "H", "H", "H", "S", "H", "H", "F", "H", "N", "O", "H", "H", "H", "H", "N", "H", "H", "C", "H", "H", "H", "O", "H", "C", "C", "H", "C", "O", "N", "O", "H", "H", "H", "S", "H", "H", "H", "O", "C", "O", "H", "N", "H", "C", "S", "O", "H", "C", "H", "H", "C", "H", "H", "H", "H", "C", "O", "H", "H", "H", "C", "C", "S", "H", "C", "H", "O", "C", "N", "C", "H", "H", "H", "H", "O", "H", "C", "O", "H", "O", "H", "H", "F", "O", "O", "H", "H", "C", "C", "O", "H", "H", "H", "H", "H", "H", "H", "C", "O", "O", "O", "H", "H", "H", "H", "S", "H", "C", "H", "C", "H", "N", "C", "C", "C", "S", "N", "H", "C", "H", "H", "C", "O", "O", "H", "H", "H", "S", "C", "N", "H", "H", "C", "C", "F", "F", "C", "H", "H", "H", "C", "C", "H", "C", "F", "O", "C", "H", "F", "H", "N", "C", "H", "H", "H", "C", "F", "O", "F", "H", "C", "H", "H", "C", "F", "S", "H", "C", "C", "H", "H", "H"], "xyz": [[6.559, -0.038, -2.894], [1.483, -0.061, 4.082], [9.036, 3.373, -5.468], [-8.732, 4.279, 1.759], [-1.090, 6.782, -2.550], [-6.956, -8.791, 1.494], [-9.414, 3.395, -0.325], [-0.660, 4.424, 7.083], [6.336, -0.591, -5.095], [-4.889, -6.212, 0.673], [-2.922, 9.375, -5.779], [0.738, -5.286, 4.480], [-7.741, -4.109, 1.021], [7.327, 1.835, -6.451], [-1.947, 9.004, -3.699], [7.476, -3.708, 4.655], [7.754, 0.094, -5.199], [-0.279, -8.559, 5.597], [-6.603, -8.809, 4.189], [-1.525, 6.579, -6.384], [9.907, 2.161, -6.222], [-0.749, -1.940, -2.164], [7.523, -2.289, -4.622], [-3.573, 5.602, -3.894], [7.562, -1.346, 7.609], [-7.886, -6.179, 2.515], [-2.295, 3.984, 7.538], [0.361, 3.411, 6.868], [1.329, 5.780, -6.743], [4.645, -3.010, -4.808], [-4.895, -6.419, 2.932], [9.661, 2.120, -4.489], [0.088, 1.758, 1.376], [-2.923, 8.544, -0.852], [-5.345, 8.381, -6.462], [5.535, -2.855, -4.198], [-5.408, 6.726, -3.985], [-1.971, 1.475, 0.808], [2.535, -6.456, 5.196], [5.202, 6.430, 1.662], [-0.851, 6.138, -4.765], [1.492, 0.494, 3.143], [5.864, -0.509, -3.588], [1.570, 8.795, -6.470], [-6.939, -4.833, 1.168], [-2.214, -1.750, -2.124], [2.973, 5.215, 0.590], [-8.879, 7.377, 1.668], [5.953, -3.729, -3.698], [0.474, 7.812, -7.501], [-2.873, -3.383, 7.385], [-1.744, 3.226, 8.762], [2.447, -4.431, 8.444], [-7.028, -7.064, 4.323], [-7.785, -9.063, 2.147], [-6.977, 7.032, 0.044], [-0.149, 8.120, -5.396], [-0.911, 0.295, 2.862], [0.703, 2.556, 1.297], [-9.264, 5.610, -0.329], [-5.519, -7.613, 5.028], [5.584, 0.982, -9.852], [4.024, 5.483, -0.468], [-0.293, -3.108, -2.850], [-5.130, -9.889, 0.934], [-5.331, -7.180, 0.438], [-1.725, 3.027, 1.587], [2.064, -9.165, 6.781], [1.016, -5.997, 7.551], [-1.577, -4.330, 4.904], [6.995, 2.017, -4.833], [-5.401, -9.978, 2.691], [4.332, -0.638, -5.847], [-2.533, 8.102, -3.525], [-6.039, -4.507, 2.188], [-8.209, -6.715, 0.838], [-0.418, -3.725, 6.044], [3.843, 0.278, -8.709], [-5.684, -3.025, 2.259], [-0.208, -7.866, 6.436], [3.766, 6.333, 1.657], [-5.842, -7.133, -0.524], [-5.487, -7.334, 2.934], [-3.482, 5.625, -5.712], [6.823, -0.950, 5.309], [5.282, -0.167, -6.098], [7.459, -3.433, 6.108], [-5.887, -9.921, 1.717], [-3.499, -4.983, 7.796], [2.132, -0.055, 2.452], [4.679, 1.692, -8.058], [4.924, 1.295, -10.661], [-1.648, 0.757, -3.571], [5.996, 0.094, -10.331], [-7.469, -6.284, 1.513], [-1.741, -5.059, 6.803], [5.212, 0.904, -5.906], [9.176, -1.310, 5.789], [-5.562, 6.250, -5.642], [-4.702, -8.065, 2.743], [0.841, 0.875, -3.742], [8.823, -3.726, 4.088], [-0.328, -0.961, -4.722], [-5.023, 9.025, -4.807], [6.213, -2.162, -2.252], [-6.221, -7.788, 4.213], [-2.050, 7.240, -2.312], [-1.206, 3.968, 9.922], [-3.620, -4.368, 6.164], [6.756, 0.024, -7.646], [-6.530, -2.352, 2.118], [3.064, -5.412, 7.240], [0.095, -8.434, 7.316], [8.230, -0.390, -6.052], [-3.245, 7.870, -6.817], [-1.970, 8.031, -0.983], [3.034, 7.565, 1.896], [-0.253, 5.668, 7.707], [4.309, 6.860, -0.976], [2.055, 6.338, -5.305], [6.388, 1.703, -9.701], [-7.339, -8.769, 0.474], [-5.299, -2.824, 3.259], [-8.376, 6.895, 0.334], [4.965, 0.100, -3.485], [5.684, -0.171, -7.610], [-0.554, 9.120, -5.239], [0.029, -5.700, 5.197], [3.614, -8.854, 5.889], [-6.327, -7.355, 1.623], [0.936, 7.910, -6.519], [6.574, -2.141, -5.138], [-4.807, 8.234, -5.526], [-0.496, -0.102, -3.569], [-2.596, 7.381, -4.897], [-1.630, 7.387, -0.172], [5.495, -1.875, -3.020], [-1.177, -7.416, 6.652], [1.328, -6.805, 8.214], [0.129, 0.867, 2.605], [6.339, -3.202, 3.881], [-7.182, 4.055, -0.185], [-4.914, -2.871, 1.504], [3.317, -7.987, 7.261], [-1.244, 8.843, -1.003], [-8.466, 4.560, 0.320], [9.158, 2.290, -5.441], [0.720, -6.706, 6.173], [1.993, -4.123, 6.751], [8.362, -0.044, -4.305], [-1.255, 2.287, 0.940], [-2.967, -4.412, 7.036], [-3.246, 2.835, 9.254], [7.111, -5.311, 4.821], [-4.941, 6.835, -4.964], [0.085, -5.701, 8.035], [6.664, -2.472, -6.173], [-4.546, -7.929, 0.543], [2.770, -8.416, 6.421], [1.806, 6.662, -6.316], [5.586, -1.190, -7.986], [7.749, 1.571, -5.481], [-1.186, 4.977, 5.644], [5.071, 4.501, -0.690], [4.822, 0.718, -8.524], [-6.462, -4.802, 0.189], [2.960, 5.088, -1.575], [4.564, -1.797, -2.459], [0.082, -0.683, -2.078], [2.142, -4.895, 7.506], [1.752, -7.771, 4.563], [2.738, 6.830, -6.856], [-2.725, 6.410, -2.103], [1.982, -7.333, 5.534], [-0.497, -2.409, -0.652], [-1.271, 1.865, 8.477], [-9.023, 7.944, -0.674], [0.439, 7.896, -4.506], [-3.583, 6.210, -4.799], [0.395, 1.122, 0.654], [1.931, 1.471, 3.345], [-3.298, 8.354, -5.842], [3.498, 5.541, 2.994], [7.781, -1.736, 6.019], [-0.591, -6.377, 4.610], [-1.158, 6.948, -5.427], [-0.969, -4.622, 5.761], [-6.242, -10.943, 1.586], [-3.529, 8.501, -3.335], [-1.067, 2.786, -0.010]], "forces_ev_per_angstrom": [[0.5996, 0.2034, -0.8529], [-0.6009, 0.1323, -0.1591], [-0.5321, 0.0233, 0.1090], [1.1540, 1.6113, -2.5565], [0.1894, 0.0944, 0.0105], [1.2647, -0.6612, -0.1391], [-0.1405, -0.2781, -0.1545], [-0.4943, 3.6322, -1.8347], [1.1849, -2.0769, 2.3816], [0.1437, -0.0283, -0.3828], [0.3180, -0.3825, -0.1452], [0.2444, 0.2376, 0.5333], [-0.5220, -0.1888, 0.6295], [0.0008, -0.4954, -0.3510], [0.4111, -0.2728, 0.1963], [-0.0283, -3.6900, -6.3369], [-0.2859, -0.0890, -1.5386], [0.1999, 0.3851, -0.1845], [0.2012, 0.1746, -0.0066], [0.9843, -0.1006, -0.3385], [-0.4846, -0.9400, -0.3070], [-5.0133, -6.1608, 3.7416], [0.2642, 0.1970, -0.3704], [0.8560, 0.2368, -0.2149], [-0.0666, -1.0430, -1.6058], [-0.1169, -0.3565, -0.0645], [4.4167, 1.3054, -1.6415], [-1.7468, 1.0469, -0.2743], [-0.0550, -0.0286, -0.2471], [-0.3355, -0.2492, 0.7717], [-0.9225, 0.4068, 0.4798], [0.0130, -0.2214, 0.0565], [-0.9909, 0.5825, -0.0381], [-0.1463, -0.4376, 0.6631], [-0.1863, 0.1134, 0.3189], [0.8825, 1.2288, -0.6087], [-0.5080, 0.7508, -0.1243], [0.3576, -0.0414, -0.0258], [0.7290, -0.1409, 0.6451], [-0.7880, -0.6807, -0.8788], [-0.0283, -0.0516, -0.2947], [-0.1623, 1.5313, 0.1644], [-1.2869, 1.1174, 0.3798], [-0.0249, 0.0055, -0.3073], [0.1017, -1.2221, -0.4900], [2.3013, 0.1668, -0.7807], [1.4117, 2.7146, 5.0106], [1.5683, -1.9127, -3.8621], [-0.1769, -0.5646, -1.1452], [-0.0170, 0.4022, -0.0756], [0.3788, 0.0561, 0.1031], [-2.5706, -4.3725, 5.4355], [-0.9168, -0.0829, 0.2401], [-0.2848, -0.3101, 0.5472], [-0.0624, 1.1525, 0.2999], [-0.4619, -0.8987, 0.1133], [1.0857, -2.0831, -0.1662], [1.9820, 1.8909, -0.4466], [0.9099, 0.3063, 0.7223], [0.8899, 6.2558, -0.4342], [-0.1463, -0.2820, 0.0939], [-0.5343, -0.4553, -0.2131], [2.5290, 0.6918, -8.4251], [0.4607, 0.5855, -0.6168], [0.2538, 0.2601, 0.1958], [-0.4078, 0.7040, 1.8264], [0.6682, -0.2006, 0.5318], [0.3283, -0.1310, -0.1369], [1.0939, 0.0562, 0.4468], [-0.0988, -0.0536, -0.2975], [0.5373, 0.5024, 0.6324], [-0.1787, 0.5075, -0.0411], [0.1990, -0.1568, -0.0314], [0.0204, -0.4980, 0.4107], [0.0407, 2.1597, 0.5804], [0.1272, 0.3208, -0.1242], [0.1947, 0.1596, 0.1105], [0.0829, -0.0747, 0.1159], [0.0433, -1.6357, -0.1846], [-0.8178, 0.6752, 0.6139], [-1.7342, 1.9891, 4.2382], [-0.0102, -0.3204, 0.2272], [0.5464, -1.0672, -0.7990], [0.9141, -0.3731, 0.2975], [-0.4045, -0.7056, 0.5258], [0.6569, 1.9294, -0.3434], [0.3875, 5.0362, 4.3683], [0.0953, 0.0456, -0.9933], [0.1957, 0.0217, 0.0275], [-0.2354, 0.1992, -0.3961], [-0.2291, 0.0331, 0.1290], [-0.1846, 0.6657, 0.3178], [1.2133, -0.4607, 0.7932], [0.3173, -0.3615, 0.5649], [1.1744, 0.7314, 0.5504], [-0.3467, -1.3935, 0.6593], [-0.5663, 0.0395, 0.4016], [-2.5970, -1.8372, 0.7267], [0.1335, -0.2213, 0.1145], [-0.1163, -0.1747, -0.2359], [-1.4134, -0.3179, 0.2577], [-2.0872, 0.1037, -0.0937], [-0.2960, 0.3287, 1.5788], [-0.6280, -0.1508, -0.1061], [0.2499, -0.1518, -0.2741], [0.0841, 1.8407, -1.0904], [0.1358, 0.3877, -0.3393], [-0.5067, -1.4093, -2.6043], [0.1508, -0.1990, -0.4328], [-0.0701, 0.4860, -0.3288], [-0.2370, -0.4144, -0.2614], [0.0998, 0.0073, -0.3155], [0.2330, 0.2562, -0.0979], [0.1368, -0.3524, 0.2140], [0.8439, 0.5045, -0.2624], [0.3306, 0.5941, -1.0837], [0.4968, -1.7260, -1.2096], [-0.2312, -1.6761, -0.4810], [-0.3673, -2.4424, 2.1482], [-0.0236, 0.6443, 0.2789], [-0.0748, -0.0040, -0.1088], [0.0786, -0.3968, 0.0212], [0.0719, -0.3717, -0.1275], [-3.0980, 4.7380, 2.3108], [0.0900, 0.3315, -0.7801], [-0.2947, -1.6241, 0.8999], [-0.1174, -0.1230, -0.7076], [-1.1232, -1.2484, 0.1701], [-0.5467, -0.1537, -0.6583], [-0.1466, -0.9306, -0.0050], [-0.6361, 0.3565, 1.0442], [0.2978, -0.1103, 0.8974], [1.2334, 0.9209, 0.5692], [2.5524, 2.9227, -2.3082], [0.3277, 0.4540, 1.6802], [-0.6165, 0.0053, 0.0379], [-0.1567, 0.2892, -0.2349], [-0.0506, -0.2169, -0.0294], [0.4347, -0.1192, -0.2474], [-1.8464, -3.4947, 0.7916], [1.7369, -0.9516, 0.5059], [-1.0919, 2.0189, 0.5375], [-0.1005, 0.2502, 0.0661], [-0.5423, 0.3721, 0.2463], [0.2430, -0.0390, -0.3306], [1.3166, -11.7075, 3.9019], [-0.6013, 0.2597, 1.0502], [0.2425, 0.1271, 0.6300], [-0.2401, 0.0254, 0.1448], [-0.5670, -0.6715, 0.1547], [-0.7952, -0.0527, -0.5444], [-0.7549, 0.3882, 0.2523], [0.0282, 0.2714, 0.5054], [0.1091, 0.6614, -0.2937], [-1.4841, -0.4611, 0.7307], [-0.1984, 0.3476, -0.8662], [-0.2211, 0.0462, 0.1143], [-0.3771, -0.0312, -0.3456], [-0.5671, 1.6960, -0.3509], [-0.1081, -0.3266, -0.3526], [0.0776, -0.1865, -0.1059], [-0.0237, 1.3552, -0.7533], [0.7434, -0.9111, 0.1542], [-0.7307, 0.7791, 0.9065], [1.1545, 0.3291, -0.2563], [0.3104, -0.2476, -0.2193], [-0.7450, -0.9949, -2.0166], [-0.2275, -0.1595, -0.4174], [-0.0571, 2.8708, -3.1503], [-0.0251, -1.3894, -0.8598], [-0.8506, -0.2919, 0.2529], [0.0415, -0.2269, 0.0415], [-0.2370, 0.0404, -0.3452], [1.0859, 0.3488, 0.3156], [0.3818, 0.1452, 0.7278], [0.3559, 1.8792, 0.5872], [-0.0071, 0.1234, -0.0341], [-0.0836, 0.4709, 0.3871], [0.1407, 0.3584, -1.5869], [0.1890, -0.3762, -0.7170], [0.7119, -0.0739, 0.1546], [-0.7191, -1.4569, -0.2462], [-0.3086, -0.5791, 0.0055], [2.7246, 2.2676, 2.1312], [0.0379, -0.0558, -0.1864], [-2.4504, 1.1912, 0.7198], [1.6646, 0.5497, -0.6889], [-0.9248, 0.2399, -0.0831], [-0.1765, -0.3574, 0.0353], [-0.0530, -0.2136, -0.0510]], "e_homo_ev": -7.46, "total_charge": 0, "lumo_energy_ev": -1.92, "largest_force_ev_per_a": 12.41, "total_energy_ha": -8877.5580, "gap_ev": 5.542}